[1]
Computed, not measured: C21H23BrN2O2S in the gas phase, with the ωB97M-V functional and the def2-TZVPD basis.

Cartesian coordinates (Å):
O1 1.9760 1.3990 -0.4771
Br1 -5.9603 -2.5783 -3.2815
N1 -2.9221 1.8655 0.2221
O2 6.3675 -0.4967 -0.8132
S1 -3.9520 -0.1095 2.3861
C1 1.7700 0.8195 0.5935
C2 -4.0681 1.4163 -0.2325
C3 -5.3601 -2.6675 -0.4344
C4 -1.2314 -0.5685 2.4339
C5 -5.0001 -2.1030 0.7886
C6 0.1148 -0.3744 2.0603
C7 -0.7013 1.1905 0.4264
C8 -4.8819 -0.5683 -1.5513
C9 -5.3154 -1.8989 -1.6333
C10 -2.0060 1.0142 0.8206
C11 -2.3030 0.1225 1.8723
C12 -4.5324 -0.7828 0.8832
C13 0.3883 0.5591 1.0501
C14 -4.4794 0.0188 -0.2966
N2 2.8631 0.3780 1.3548
C15 6.2856 -0.9921 -3.1715
C16 -5.1684 3.7343 0.1312
C17 5.8371 -1.4124 -1.7985
C18 6.3631 -0.9291 0.5563
C19 -4.9496 2.5076 -0.8163
C20 4.2511 0.4644 0.9614
C21 4.9141 -0.9194 1.0984
H1 -5.7015 -3.7011 -0.4771
H2 -1.4698 -1.3495 3.1866
H3 -5.1006 -2.7126 1.6652
H4 0.8933 -0.8762 2.5916
H5 -0.4539 1.8994 -0.3632
H6 -4.9298 0.0138 -2.4560
H7 2.6119 0.1192 2.3011
H8 6.0394 -1.7200 -3.9198
H9 7.3680 -0.7912 -3.2331
H10 5.7498 -0.0783 -3.4348
H11 -4.2543 4.2207 0.3587
H12 -5.6392 3.3594 1.0538
H13 -5.8684 4.4571 -0.2921
H14 6.1584 -2.4377 -1.5660
H15 4.7114 -1.3795 -1.7774
H16 6.8428 -1.9441 0.6852
H17 6.8999 -0.2114 1.1603
H18 -4.5229 2.8094 -1.7549
H19 -5.9544 2.1231 -1.0472
H20 4.3711 0.8269 -0.0416
H21 4.7491 1.1629 1.6195
H22 4.3316 -1.5724 0.4745
H23 4.8689 -1.3064 2.1336

Computed properties:
lowest unoccupied orbital energy	-0.0003	hartree
SMILES	CCOCCCNC(=O)c1ccc2c(c1)N=C(CC)c1cc(Br)ccc1S2
E	-4046.20247	Ha
relative energy (zero: lowest compared OMol25 entry of this formula, charge and spin)	21.1	kcal per mole
orbital gap	8.718	eV

=====

[2]
Computed, not measured: 7 unconnected molecules or ions with the total composition C24H50O24PS, with the ωB97M-V functional and the def2-TZVPD basis.

Cartesian coordinates (Å):
O1 0.8638 3.8679 -3.6302
P1 0.1406 2.4555 -3.8827
O2 -1.5886 2.6212 -3.5765
O3 0.4263 2.0648 -5.5797
S1 1.0258 0.9847 -2.5375
O4 -0.1700 0.0482 -2.1319
O5 2.1736 0.1749 -3.1930
O6 1.5799 1.8673 -1.1614
H1 -2.0237 1.7218 -3.4975
H2 1.3613 1.6793 -5.6174
C1 1.0926 6.5615 -2.3997
C2 2.1241 6.6258 -3.5139
O7 2.0478 7.8680 -4.2241
C3 2.5341 8.9507 -3.5715
O8 3.0302 8.9588 -2.4532
O9 2.3571 10.0395 -4.3648
C4 2.7337 11.2678 -3.7449
H3 0.0885 6.7448 -2.7946
H4 1.1110 5.5847 -1.9096
H5 1.2757 7.3278 -1.6391
H6 1.9138 5.8342 -4.2401
H7 3.1395 6.4575 -3.1385
H8 3.7668 11.2320 -3.3863
H9 2.0461 11.4951 -2.9242
H10 2.6564 12.0631 -4.4916
C5 5.1957 1.7983 -0.9845
C6 5.4351 0.6283 -1.9243
O10 6.7749 0.1333 -1.8099
C7 7.0467 -0.5777 -0.6896
O11 6.2609 -0.8356 0.2120
O12 8.3555 -0.9412 -0.7244
C8 8.7968 -1.6087 0.4565
H11 5.9373 2.5852 -1.1537
H12 4.1949 2.2136 -1.1286
H13 5.2916 1.4967 0.0639
H14 5.3126 0.9702 -2.9570
H15 4.7107 -0.1777 -1.7633
H16 8.1736 -2.4806 0.6770
H17 8.7978 -0.9099 1.2990
H18 9.8217 -1.9518 0.2901
C9 3.2168 -2.3647 1.4423
C10 3.6421 -3.2202 0.2606
O13 3.9438 -4.5603 0.6685
C11 2.8775 -5.3360 0.9783
O14 1.7017 -5.0009 0.9334
O15 3.3375 -6.5525 1.3717
C12 2.3123 -7.4327 1.8287
H19 3.9774 -2.3904 2.2288
H20 3.0567 -1.3285 1.1338
H21 2.2886 -2.7339 1.8911
H22 4.5613 -2.8063 -0.1663
H23 2.8884 -3.2192 -0.5346
H24 1.5290 -7.5565 1.0748
H25 1.8916 -7.0567 2.7666
H26 2.7637 -8.4105 2.0192
C13 -3.1176 -11.7616 1.6796
C14 -2.0861 -11.6972 0.5655
O16 -2.1625 -10.4551 -0.1447
C15 -1.6762 -9.3724 0.5079
O17 -1.1801 -9.3642 1.6262
O18 -1.8531 -8.2835 -0.2854
C16 -1.4765 -7.0552 0.3345
H27 -4.1217 -11.5782 1.2848
H28 -3.0992 -12.7383 2.1698
H29 -2.9346 -10.9952 2.4403
H30 -2.2965 -12.4889 -0.1607
H31 -1.0707 -11.8655 0.9409
H32 -0.4434 -7.0911 0.6931
H33 -2.1641 -6.8280 1.1552
H34 -1.5539 -6.2599 -0.4122
C17 -7.0405 4.3932 -1.2733
C18 -6.8010 3.2232 -2.2131
O19 -5.4612 2.7282 -2.0987
C19 -5.1895 2.0171 -0.9783
O20 -5.9752 1.7593 -0.0768
O21 -3.8806 1.6537 -1.0132
C20 -3.4394 0.9862 0.1678
H35 -6.2989 5.1800 -1.4425
H36 -8.0412 4.8084 -1.4174
H37 -6.9446 4.0915 -0.2249
H38 -6.9236 3.5650 -3.2458
H39 -7.5254 2.4172 -2.0521
H40 -4.0625 0.1143 0.3882
H41 -3.4384 1.6849 1.0102
H42 -2.4144 0.6430 0.0013
C21 -2.6404 3.4620 6.2241
C22 -3.5458 2.4240 6.8660
O22 -4.8254 2.3787 6.2228
C23 -4.8502 1.7949 5.0008
O23 -3.8951 1.3055 4.4133
O24 -6.1203 1.8640 4.5230
C24 -6.2587 1.3753 3.1900
H43 -3.1268 4.4424 6.2136
H44 -1.6935 3.5388 6.7645
H45 -2.4183 3.2106 5.1816
H46 -3.7268 2.7051 7.9084
H47 -3.0832 1.4309 6.8757
H48 -5.8820 0.3520 3.1004
H49 -5.7389 2.0421 2.4948
H50 -7.3228 1.3734 2.9375

Computed properties:
lowest unoccupied orbital energy	0.0767	hartree
E	-3489.92053	Ha
total charge	-1
orbital gap	8.486	eV